The following is a DFT calculation (the ωB97M-V functional and the def2-TZVPD basis) of a 12-piece molecular cluster, C48H96O12 overall in a non-equilibrium geometry.

XYZ file:
```
156
Properties=species:S:1:pos:R:3:forces:R:3:mulliken_charge:R:1
H -2.74269 -0.93020 2.65682 0.258 0.278 0.288 -0.297
H -0.68930 6.49052 -0.41412 -0.046 0.090 -0.142 0.362
H 4.59462 -3.56915 2.00708 -0.223 -0.056 0.049 0.373
C 0.41926 -0.49259 0.92508 0.423 0.730 -0.025 -0.380
H 1.37492 3.80157 -2.79193 0.094 0.040 -0.023 0.223
H 0.12317 1.55161 -4.30709 0.253 0.426 0.018 -0.227
H 0.60049 7.47453 -2.19280 -0.113 -0.452 -0.299 0.248
H 1.29722 -6.53576 4.91863 -0.020 -0.057 0.091 0.288
H -0.13087 2.64008 5.44465 0.045 -0.027 -0.050 0.330
C 0.06141 1.67311 -5.39027 -0.556 -0.928 -0.002 0.143
O 4.86502 -0.74533 2.87682 -0.197 -0.047 0.134 -0.484
C -0.80196 2.21532 4.69702 0.384 0.395 0.027 -0.472
H -3.34095 -0.55460 4.32116 0.076 0.061 -0.037 0.064
C 3.46816 -2.48234 -3.32811 0.763 -0.151 1.093 -0.504
H 0.03928 -6.77630 2.86942 0.003 0.120 -0.211 0.494
H 0.13674 5.02603 -3.19644 -0.215 -0.328 0.079 0.222
H 0.51662 2.33182 -8.21862 -0.125 -0.009 0.178 0.262
C -4.21199 3.78605 -2.73099 0.031 -0.441 -0.198 -0.615
H -2.19751 4.34019 -2.15937 -0.334 0.125 0.018 0.180
H -3.46179 3.16921 2.93419 0.246 0.202 -0.193 0.377
H 5.84211 -0.18383 -3.20414 -0.094 0.168 -0.088 0.517
H 0.96101 3.49265 -6.18268 -0.168 -0.080 -0.064 0.368
O -4.88177 4.73705 -1.92254 -0.042 0.130 -0.051 -0.466
C 1.15306 2.41814 -6.12007 0.417 0.778 -0.018 -0.494
C 5.94925 -1.21219 2.09594 0.335 0.424 -0.173 -0.777
H 0.88681 -0.32228 -5.50161 -0.381 -0.352 0.186 0.047
O -4.62950 -0.02463 -1.95769 0.222 0.228 0.077 -0.390
C 0.29684 6.05499 -0.54472 0.622 -0.482 0.141 -0.609
C 4.88131 -2.08762 -2.81108 -0.173 0.336 -0.746 -0.183
H 1.60015 -4.98729 2.34043 0.155 0.059 0.284 0.393
C -5.99776 -1.85576 -1.25623 -0.164 0.634 -0.260 -0.748
H -4.42612 5.29620 0.01358 0.190 0.098 -0.345 0.378
C -1.43659 -4.50404 -0.21617 0.535 0.158 -0.788 0.298
H -0.81942 -0.48386 -1.85273 -0.101 0.293 -0.234 0.339
H -2.05581 -6.29179 -1.31478 0.314 0.059 -0.269 0.303
H -3.97974 -3.57326 5.16805 0.020 -0.126 0.025 0.296
C 2.79621 3.69220 2.10012 0.307 -0.861 0.476 0.316
H 1.38931 -4.36900 5.97443 -0.060 -0.138 0.062 0.325
C -0.24904 -4.43622 -2.32576 0.134 -0.622 -0.229 -0.701
H -5.49588 3.95413 -0.08394 0.032 -0.262 -0.324 0.321
O 1.82408 5.77294 -2.34891 0.100 -0.483 -0.129 -0.481
H 0.54363 0.40976 1.55075 -0.434 -0.051 0.000 -0.030
O 2.78514 -1.27886 -3.55039 -0.455 0.407 -0.159 -0.192
H 0.94166 3.97917 -0.44815 -0.104 -0.017 0.069 -1.156
C 4.96174 2.79628 1.45222 -0.232 0.415 -0.214 -0.487
C 0.60230 -4.52017 5.23255 0.429 0.183 0.365 -0.250
H 0.71346 -3.98026 -0.38491 0.087 -0.006 -0.086 0.040
H 1.31475 0.59690 -2.04141 0.026 0.423 0.009 -0.272
H -5.34217 0.64064 -0.13672 0.266 0.217 -0.079 0.147
H 3.49600 -3.13313 -4.20603 0.004 0.145 -0.117 0.257
H -0.86855 -0.18356 -6.02539 0.138 -0.417 -0.083 0.319
H 3.97632 -0.23778 -4.84230 0.385 0.211 0.100 0.297
H -4.66833 -1.77339 -2.99001 -0.250 -0.043 -0.283 0.270
H -2.42003 2.61567 -2.37463 -0.076 -0.022 0.105 0.047
H -3.79221 2.43082 -0.34800 0.335 -0.128 -0.078 -0.794
C -4.61240 4.38839 -0.57184 -0.065 0.257 0.662 -0.767
H 6.61538 -1.87457 2.66668 -0.246 -0.219 -0.022 0.263
H 1.93268 7.40061 -1.11239 0.185 -0.297 -0.019 0.422
H 0.92855 1.61346 -0.56957 0.508 0.079 -0.146 -0.797
H -3.61128 0.22501 -0.13288 0.226 -0.128 -0.246 -0.463
C -2.67977 2.50567 3.29818 -0.083 -0.504 0.326 -0.125
H -1.94259 -2.37784 5.06627 0.154 0.238 -0.104 0.338
C -4.42763 -3.22744 3.08703 0.621 0.285 -0.036 -0.141
C -0.10051 -5.84149 3.40875 -0.170 -0.082 0.391 -0.173
H -3.97298 -3.49944 2.12647 -0.009 -0.109 -0.157 -0.071
H 1.95213 3.96360 1.45823 0.213 0.504 -0.029 -0.287
H 0.15450 -3.99564 2.22961 -0.101 -0.233 -0.087 -0.665
H -1.24937 1.10913 -1.12747 -0.124 -0.119 0.113 -0.985
H 4.87744 -1.08389 0.27355 -0.039 -0.112 -0.049 -0.557
O -0.29249 2.54114 3.41311 -0.012 -0.164 -0.056 -0.361
C 3.48955 2.40637 1.58181 -0.287 -0.725 0.515 1.040
H 2.12604 1.71343 -7.95350 0.008 -0.148 0.117 0.279
H 5.06396 -2.49829 -1.82208 0.118 0.083 -0.023 -0.143
H 6.55106 -0.33965 1.83089 -0.072 -0.018 -0.104 0.390
C -5.38788 -1.12963 -2.47775 0.469 -0.419 0.793 -0.549
H -0.79842 1.12398 4.82046 -0.348 0.005 0.096 0.187
H 5.66036 -2.41853 -3.49847 -0.020 -0.284 0.133 0.352
C 4.84320 4.31738 1.30865 0.349 -0.221 0.251 -0.622
H -0.90453 2.12762 -5.62389 -0.006 -0.009 0.058 0.309
H -0.69753 4.12335 -1.12606 0.222 0.168 0.461 -0.913
C -2.17778 2.85914 4.70410 -0.197 -0.562 0.078 -0.691
H 3.34810 1.61683 2.32297 0.187 -0.044 0.010 -0.084
C 1.12956 1.76750 -7.50452 0.206 0.300 -0.243 -0.540
C 1.53461 -0.40741 -0.13978 -0.325 -0.384 1.763 0.715
H 2.45733 -0.04169 0.31663 0.027 -0.084 -0.120 -0.440
C 1.18470 6.76135 -1.58868 -0.266 1.265 0.548 -0.580
H -1.16326 -5.58790 3.41297 0.011 -0.072 -0.127 -0.186
H 1.70217 -1.42982 -0.48277 0.002 0.300 -0.867 -0.263
H -4.16320 -2.10360 -0.12816 -0.128 -0.146 -0.179 -0.664
H 0.15987 -3.80336 -3.11253 -0.200 0.225 0.079 0.314
C -2.16348 -5.19974 -1.39187 -0.420 -0.290 0.909 -0.623
O 1.05822 -3.88691 4.03976 0.150 0.071 -0.017 -0.393
C -0.22170 -3.84377 -0.92556 -0.475 0.337 -0.026 1.261
H -3.11494 1.50363 3.31145 -0.105 0.089 0.087 -0.183
H -1.10416 -5.18558 0.56543 -0.250 -0.097 -0.001 -0.030
C 4.87326 -0.53702 -2.85029 0.686 -0.213 0.394 -0.009
H -2.08569 3.93719 4.82665 0.057 0.018 0.066 0.297
H -2.80879 2.45200 5.49578 -0.089 0.135 -0.032 0.367
H 5.92209 -2.51682 0.29705 0.097 0.018 0.123 0.604
C -3.19292 -1.33174 3.57285 -0.026 -0.218 -0.651 0.439
H 3.14129 0.67764 -3.56435 0.427 0.290 0.048 -0.005
C -3.47426 -3.63328 4.20443 -0.145 0.008 -0.568 -0.686
C -2.39340 -2.53550 4.08771 -0.354 -0.548 0.400 0.382
H 0.30060 -5.38889 -2.40125 -0.065 0.018 0.235 0.366
H 3.08429 1.96750 0.66497 -0.052 0.589 -0.144 -0.813
H -0.29939 -4.03705 5.62640 -0.094 0.002 -0.243 0.026
O -4.48298 -1.81046 3.18527 -0.582 -0.118 0.254 -0.507
C 0.12235 0.26227 -6.02114 0.602 1.179 0.054 -0.187
H 2.87771 -1.13462 2.43358 0.006 0.194 0.371 -0.406
H 5.74896 4.84184 1.61189 -0.021 0.082 -0.126 0.403
O -1.63160 -4.67468 -2.58831 0.120 0.063 0.065 -0.450
C 3.77501 -1.67076 2.75095 0.362 -0.234 -0.409 0.382
H 2.43675 3.54054 3.11588 -0.392 -0.047 -0.125 0.175
H -3.23968 -5.02190 -1.33560 0.054 0.188 -0.350 0.361
H -5.45073 -1.51914 0.87220 -0.185 0.191 -0.086 0.429
C -1.38111 2.42664 2.48650 0.352 0.539 -0.183 1.118
C 0.36695 -5.96985 4.87070 -0.210 -0.006 -0.493 -0.693
C 0.28077 4.60395 -1.04975 -0.178 -0.473 -0.493 2.323
H -5.42680 -3.65641 3.11063 -0.090 0.179 0.234 0.441
C 0.71216 -4.66274 2.89611 -0.201 0.243 -0.306 0.518
C 3.73233 -0.21298 -3.77353 -1.240 -0.801 -0.351 -0.186
H -2.05997 -3.71978 0.19683 -0.107 0.013 0.328 -0.330
C 5.27978 -1.88137 0.90615 -0.190 0.069 -0.104 0.239
H 3.62324 -2.15678 3.71379 -0.237 -0.082 -0.061 0.361
H -6.09605 -2.93537 -1.35151 0.076 0.013 -0.245 0.346
H 2.14274 2.37093 -5.65651 -0.091 -0.479 0.059 0.215
H -6.99900 -1.44253 -1.10021 0.051 -0.084 0.224 0.337
H 5.46307 2.32179 0.60917 0.048 -0.037 0.043 0.304
H -1.30925 1.47677 1.95183 -0.048 0.029 -0.138 -0.392
O -0.77917 -0.49025 0.16359 -0.719 0.257 0.410 0.158
O 0.59354 0.46546 -7.35427 -0.273 -0.275 -0.152 -0.467
H -1.60992 -2.83167 3.38903 -0.010 0.050 0.006 -0.515
H -0.40565 -6.45487 5.46316 0.156 -0.029 0.224 0.363
H -4.79131 2.85260 -2.78609 0.015 0.027 0.035 0.228
C -0.59601 0.23712 -1.06210 0.749 -0.731 0.288 0.407
H -0.44201 -2.77903 -1.02497 0.274 0.029 0.179 -0.933
H 4.55904 4.61657 0.29138 0.018 -0.030 -0.012 0.193
C -3.40100 3.42150 -0.57020 -0.631 0.459 0.267 1.783
H -4.08458 4.14533 -3.75126 -0.097 0.342 0.105 0.430
H -1.23426 3.25871 1.79336 -0.186 -0.147 -0.145 -0.451
C -5.05178 -1.45835 -0.13966 1.053 -0.228 0.366 0.645
H -2.69628 3.71590 0.20710 0.157 -0.129 -0.148 -0.570
C 0.87446 4.70459 -2.44736 0.224 0.716 -0.166 -0.537
H 5.48721 2.57516 2.37970 0.128 -0.077 -0.058 0.274
H 2.97174 -3.00893 -2.50689 -0.309 -0.098 -0.289 0.159
H 4.73283 -0.10470 -1.85880 -0.222 -0.027 -0.001 -0.290
C 0.88867 0.62986 -1.03818 -0.340 -0.581 -0.891 1.578
H 0.35698 -1.33509 1.61466 0.319 -0.260 -0.271 0.072
C 4.15929 -2.64804 1.61245 0.127 0.188 0.582 0.042
H 3.26678 -2.88378 1.03415 0.186 -0.079 -0.279 -0.395
C -2.90666 3.52351 -2.00657 0.197 -0.412 -0.268 0.060
H -3.11036 -4.64378 4.01423 0.132 0.020 0.316 0.303
C -4.58304 -0.05649 -0.52976 -1.609 -0.280 0.141 0.290
H -6.15904 -0.75385 -3.14525 0.097 -0.004 -0.204 0.301
H 0.82045 6.06580 0.41140 -0.240 0.145 0.135 0.230
O 3.83277 4.65356 2.24085 -0.311 0.451 -0.563 -0.540
```
Forces are in eV/Å.

## Properties
E_LUMO = 0.53 eV
orbital gap = 9.87 eV
calculated total energy = -75897.3976 eV
SMILES string = C1CCOC1.C1CCOC1.C1CCOC1.C1CCOC1.C1CCOC1.C1CCOC1.C1CCOC1.C1CCOC1.C1CCOC1.C1CCOC1.C1CCOC1.C1CCOC1
relative energy (zero: lowest compared OMol25 entry of this formula, charge and spin) = 1.008 eV